The following is a DFT calculation (ωB97M-V/def2-TZVPD) of a cluster of 3 separate species, C16H35N4O6S2 in total.

CARTESIAN COORDINATES (ANGSTROEM)
H  0.296  -4.921  -1.310
H  4.430  2.852  2.981
H  1.395  3.087  2.583
H  0.034  0.780  1.199
H  3.193  -0.864  1.297
C  -4.882  0.153  1.588
C  2.569  1.180  1.398
H  0.412  -4.737  -3.918
C  -1.851  -4.595  -1.369
N  -0.397  0.434  -1.414
C  -1.729  -4.384  -4.035
H  -4.358  -2.214  0.153
C  -0.341  1.518  -0.776
C  -5.480  -0.363  0.269
C  -0.544  -5.087  -1.983
C  1.625  2.189  0.723
C  -4.436  -1.274  -0.397
H  -4.686  -1.514  -1.426
O  -3.636  -5.807  -2.876
H  6.765  2.078  0.870
H  -1.757  -3.582  -0.977
H  -1.944  -3.494  -4.620
H  4.554  0.998  1.692
H  0.087  4.497  1.821
H  -0.502  2.430  1.108
C  0.168  1.706  0.639
N  3.930  1.679  1.275
C  5.445  3.587  1.252
H  1.818  3.425  -0.785
H  -5.202  1.159  1.846
H  -0.786  2.403  -1.237
H  -3.093  0.331  -1.005
H  2.810  -0.153  -0.274
C  -0.384  -4.320  -3.303
H  -6.416  -0.888  0.449
H  5.251  3.596  0.177
S  -2.987  -4.530  -2.755
O  -2.600  1.538  1.292
C  2.502  -0.203  0.771
H  -1.815  -5.269  -4.663
H  0.020  -0.324  -0.869
H  -2.269  -5.252  -0.610
O  -2.467  -0.769  2.222
H  -0.129  -3.279  -3.095
S  -3.103  0.177  1.334
H  6.778  2.551  2.440
H  2.274  1.130  2.466
C  3.067  3.994  1.752
H  -2.230  -1.113  -0.423
H  3.040  4.647  2.623
O  0.838  4.434  1.208
H  -5.698  0.482  -0.387
H  3.198  4.613  0.866
H  5.549  4.633  1.567
O  -3.769  -3.320  -2.694
H  1.517  -0.661  0.849
N  1.693  3.407  1.657
H  -0.608  -6.159  -2.178
C  -3.124  -0.506  -0.310
O  2.157  2.565  -0.494
N  6.683  2.877  1.485
C  4.197  2.970  1.910
H  -5.072  -0.521  2.422

Cartesian forces (eV/Å) of the 2 atoms listed first:
H 0.01 -0.01 -0.01
H -0.28 -0.02 0.00

## Properties
E: -2097.15304 Ha
HOMO level: -12.188 eV
Spin multiplicity: 1
Strongest force on any atom: 0.58 eV Å⁻¹
HOMO-LUMO gap: 8.910 eV
Net charge: +1

---

The following is a DFT calculation (ωB97M-V/def2-TZVPD) of a cluster of 5 separate species, C16H36BBrNO13P in total at a distorted geometry.

CARTESIAN COORDINATES (ANGSTROEM)
C  -2.088  -3.202  -1.619
C  0.911  2.138  -0.324
H  2.562  6.586  -0.565
H  1.844  2.142  -0.885
H  -0.256  -6.534  -3.063
H  -3.301  4.388  -2.466
H  -2.247  -3.023  -0.555
H  2.360  -5.190  0.608
O  1.078  -4.594  -1.645
O  1.757  4.423  0.697
O  0.199  3.361  -0.537
H  3.703  -4.048  0.408
H  -0.969  4.225  2.582
C  0.756  7.705  7.267
H  -0.222  3.435  3.977
Br  -3.355  -0.111  -1.563
O  -0.038  -10.652  -3.631
H  2.509  -7.586  -3.843
H  0.553  8.588  6.658
N  -3.979  4.397  -1.722
H  0.816  6.648  1.242
O  1.621  -9.656  -2.476
P  -4.742  2.872  -1.442
H  2.005  8.244  -0.310
C  0.606  -11.903  -3.393
H  -1.898  -2.266  -2.138
H  -2.983  -3.658  -2.036
H  1.421  7.302  -1.695
O  0.559  4.909  5.871
O  -1.011  6.515  6.087
C  2.653  -4.231  0.179
H  1.571  7.161  6.791
C  0.543  6.744  0.191
B  -3.714  1.597  -2.496
H  0.280  1.334  -0.693
H  1.369  -6.833  -4.949
H  1.522  -11.971  -3.980
O  -1.013  -4.126  -1.803
H  2.066  -5.891  -3.623
C  -0.372  5.536  5.452
O  -0.053  -8.508  -3.462
H  -0.292  5.935  7.949
H  2.056  -3.459  0.665
C  -0.484  6.843  7.378
H  0.835  -7.365  -1.970
O  0.401  -2.501  -1.139
H  1.107  1.972  0.734
C  0.180  -3.625  -1.492
O  0.045  5.495  -0.310
C  0.767  4.427  0.021
H  -0.291  7.440  0.131
H  -1.274  7.391  7.889
O  -6.199  3.031  -2.292
H  -3.307  1.787  -3.593
H  2.677  -3.267  -1.763
H  -6.848  2.766  -1.659
H  1.088  8.026  8.254
O  -0.958  5.367  4.269
H  -0.081  -12.680  -3.716
C  1.690  -6.869  -3.906
C  0.535  -7.278  -3.013
C  1.702  7.251  -0.642
C  2.428  -4.231  -1.319
H  0.642  4.738  3.110
H  0.824  -12.039  -2.336
C  -0.329  4.380  3.448
H  3.061  -4.983  -1.786
C  0.615  -9.606  -3.127
H  -3.612  4.793  -0.879

Cartesian forces (eV/Å) of the 2 atoms listed first:
C -0.29 0.02 -0.06
C 0.00 -0.38 -0.05

## Properties
E: -4604.41925 Ha
HOMO level: -8.721 eV
Spin multiplicity: 1
Strongest force on any atom: 1.82 eV Å⁻¹
SMILES: CCOC(=O)OC.CCOC(=O)OC.CCOC(=O)OC.CCOC(=O)OC.NP(O)BBr
HOMO-LUMO gap: 7.939 eV

---

The following is a DFT calculation (ωB97M-V/def2-TZVPD) of a cluster of 12 separate species, C16H36BCl22NO in total at a distorted geometry.

CARTESIAN COORDINATES (ANGSTROEM)
H  -4.980  3.239  -5.480
H  -9.117  -0.717  0.467
N  0.139  2.640  -0.548
Cl  3.342  -8.553  6.538
Cl  -8.452  1.083  -0.880
Cl  3.348  -4.396  4.354
Cl  -10.826  3.448  4.320
B  -1.004  2.670  0.256
C  -2.448  2.814  -0.353
H  -5.126  2.577  0.288
C  5.383  2.024  -1.935
H  1.588  -5.944  4.500
C  -8.205  -0.142  0.365
C  4.326  -7.721  7.750
H  -7.373  -0.769  0.068
Cl  -0.961  -4.941  -0.475
C  -9.435  2.409  4.651
Cl  6.630  -1.389  -1.460
Cl  3.538  -6.262  8.368
H  -4.959  1.961  -1.359
Cl  -3.116  2.516  -4.266
C  1.422  2.103  -0.100
H  6.749  0.695  -7.921
C  7.967  -1.806  -2.541
Cl  0.730  -4.094  5.661
H  -4.072  4.605  -4.754
H  8.243  1.109  -7.029
Cl  -1.242  5.414  -4.885
Cl  5.250  2.738  -0.322
H  -0.867  2.571  1.447
Cl  3.871  2.120  -2.850
H  4.487  -8.396  8.581
H  0.565  0.112  -0.054
H  -0.585  6.850  -3.152
H  0.578  -6.695  -0.234
H  2.248  0.182  0.454
H  -0.950  -7.003  0.644
C  2.009  -5.214  5.180
C  -3.264  1.536  -0.099
C  -0.182  5.932  -3.560
Cl  8.685  0.263  -9.170
H  7.600  -2.517  -3.271
H  -2.417  2.999  -1.436
Cl  -9.628  1.476  6.142
H  1.550  2.384  0.947
C  1.524  0.588  -0.258
H  5.260  -7.430  7.287
H  2.410  -5.679  6.070
H  2.609  -1.262  2.574
H  -0.058  2.355  -1.500
C  1.644  -1.440  3.034
C  -4.466  3.607  -4.601
Cl  0.565  -5.728  1.902
H  -3.077  1.188  0.921
C  -4.754  1.742  -0.310
H  -2.964  3.658  0.117
Cl  7.664  -1.149  -6.802
Cl  0.596  -2.211  1.843
C  7.756  0.386  -7.672
H  -8.559  3.037  4.755
H  -5.307  0.839  -0.041
H  1.731  -2.102  3.886
Cl  -0.102  4.740  -2.262
H  5.641  0.980  -1.821
H  0.810  6.081  -3.967
O  -2.793  0.472  -0.930
H  8.767  -2.226  -1.944
H  6.145  2.563  -2.484
Cl  1.006  0.115  3.593
Cl  8.590  -0.396  -3.404
Cl  -5.613  3.674  -3.260
H  -2.810  0.793  -1.833
C  -0.192  -6.270  0.398
Cl  -7.820  0.565  1.942
H  1.849  0.298  -1.260
H  -9.326  1.716  3.827
H  2.230  2.589  -0.652

Cartesian forces (eV/Å) of the 2 atoms listed first:
H -0.03 0.01 0.01
H -0.01 0.01 0.01

## Properties
E: -10910.29334 Ha
HOMO level: -9.398 eV
Spin multiplicity: 1
Strongest force on any atom: 1.35 eV Å⁻¹
SMILES: CCNBC[C@@H](C)O.ClCCl.ClCCl.ClCCl.ClCCl.ClCCl.ClCCl.ClCCl.ClCCl.ClCCl.ClCCl.ClCCl
HOMO-LUMO gap: 9.742 eV

---

The following is a DFT calculation (ωB97M-V/def2-TZVPD) of a cluster of 3 separate species, C16H36BrN2 in total at a distorted geometry.

CARTESIAN COORDINATES (ANGSTROEM)
C  -2.209  3.206  -2.039
H  -1.778  2.389  -0.135
C  -0.158  -2.493  2.901
H  0.343  5.449  -3.743
H  0.883  -4.852  3.639
H  -1.854  -4.360  1.161
N  -0.852  2.865  -2.702
H  -0.159  4.411  -1.448
Br  0.009  0.677  0.832
H  -0.508  2.746  -4.667
C  1.666  -4.076  3.532
H  -3.328  3.201  -0.117
H  2.112  4.430  -2.355
N  0.945  -3.322  2.367
H  0.794  -5.169  1.459
H  1.159  4.387  -4.902
H  -0.269  -1.609  2.231
H  -1.379  -5.415  2.534
H  -2.133  4.250  -1.784
C  1.834  -2.466  1.509
C  1.369  3.797  -2.789
H  -2.871  0.305  -1.140
C  0.649  4.436  -3.952
H  0.143  -2.007  3.820
C  -0.592  1.403  -2.755
C  3.617  -0.601  1.580
H  -4.263  1.296  -1.657
C  -0.639  3.573  -4.056
H  1.907  -0.749  2.845
C  -2.658  2.502  -0.741
H  2.627  -4.436  3.232
H  -1.728  -3.588  3.943
H  -2.268  -2.687  2.517
H  0.526  2.732  -1.003
H  -1.327  0.882  -3.410
C  -1.185  -4.474  2.043
H  1.659  -3.403  4.420
C  -3.446  1.204  -0.908
C  0.251  3.464  -1.798
H  -1.661  3.986  -4.272
C  0.189  -4.312  1.524
C  2.618  -1.468  2.365
H  3.267  -1.879  3.179
C  -1.438  -3.289  2.967
H  0.373  1.221  -3.171
H  -2.972  2.990  -2.850
H  4.392  -1.103  1.068
H  -3.850  0.902  0.068
H  0.185  -3.887  0.539
H  3.086  -0.013  0.837
H  1.836  2.894  -3.124
H  2.409  -3.188  0.945
H  -0.555  0.962  -1.733
H  4.110  0.129  2.249
H  1.122  -1.846  0.948

Cartesian forces (eV/Å) of the 2 atoms listed first:
C -1.29 -0.81 -1.13
H 0.35 -0.46 0.54

## Properties
E: -3314.49971 Ha
HOMO level: -10.393 eV
Spin multiplicity: 1
Strongest force on any atom: 3.12 eV Å⁻¹
Energy above the lowest of the compared OMol25 structures with the same formula, charge and spin: 25.8 kcal per mole
HOMO-LUMO gap: 8.686 eV
Net charge: +1

---

The following is a DFT calculation (ωB97M-V/def2-TZVPD) of a cluster of 3 separate species, C16H36ClN2 in total at a distorted geometry.

CARTESIAN COORDINATES (ANGSTROEM)
H  3.032  0.923  -1.761
H  2.403  2.354  1.479
H  -0.790  -3.071  -2.341
H  -0.627  4.255  1.495
H  1.296  1.076  0.040
C  2.781  4.428  2.153
H  0.140  1.677  -1.180
C  -0.016  -6.366  0.731
C  1.669  3.066  -0.758
C  1.486  5.314  0.377
H  0.852  -6.419  0.068
H  0.305  -3.750  -0.393
C  -2.886  -2.964  0.298
H  -2.474  -2.578  -2.327
C  -1.056  -1.580  -0.376
N  -1.596  -2.985  -0.467
H  -0.455  -7.359  0.787
N  1.148  3.817  0.445
H  -4.391  -1.375  0.000
H  1.085  5.658  2.442
H  0.394  -6.139  1.716
H  -3.305  -1.244  1.407
H  1.319  3.655  -1.611
H  1.640  -0.018  -2.303
C  1.974  0.983  -2.027
C  -0.614  -3.938  0.181
C  1.894  3.292  1.680
H  -1.318  -5.736  -0.826
H  -2.133  0.251  0.085
C  -0.302  3.640  0.660
C  1.196  1.635  -0.894
Cl  1.667  -2.571  -3.571
C  -1.021  -5.382  0.161
H  -0.328  -1.400  -1.163
C  -2.309  -0.706  -0.407
H  1.158  3.001  2.433
H  0.567  5.806  0.077
H  -2.594  -0.453  -1.429
H  -3.575  -3.665  -0.171
C  -1.768  -3.297  -1.920
H  -0.397  -3.527  1.168
C  -3.373  -1.500  0.350
H  -0.533  2.594  0.828
H  2.754  3.169  -0.725
H  -2.702  -3.352  1.296
H  3.043  4.417  3.206
H  1.920  1.634  -2.903
H  2.460  6.611  1.846
H  -1.957  -5.485  0.732
H  3.696  4.376  1.554
C  1.956  5.652  1.777
H  -0.834  3.996  -0.224
H  2.285  5.407  -0.355
H  -2.078  -4.330  -1.985
H  -0.687  -1.498  0.649

Cartesian forces (eV/Å) of the 2 atoms listed first:
H -0.02 -0.14 -0.01
H 0.21 0.20 -0.48

## Properties
E: -1200.66029 Ha
HOMO level: -8.937 eV
Spin multiplicity: 1
Strongest force on any atom: 1.79 eV Å⁻¹
Energy above the lowest of the compared OMol25 structures with the same formula, charge and spin: 27.8 kcal per mole
HOMO-LUMO gap: 6.274 eV
Net charge: +1

---

The following is a DFT calculation (ωB97M-V/def2-TZVPD) of a cluster of 8 separate species, C16H36ClN2O9S3 in total at a distorted geometry.

CARTESIAN COORDINATES (ANGSTROEM)
H  32.515  -20.648  2.572
C  29.616  -11.198  -0.148
H  31.079  -12.564  -0.712
H  30.443  -15.990  -2.349
H  35.383  -15.131  0.673
H  29.516  -13.827  -3.833
N  32.051  -14.722  -1.977
H  32.443  -14.837  3.748
S  31.882  -16.769  5.098
H  28.085  -20.151  0.382
C  34.327  -15.238  0.899
O  30.726  -18.051  -0.429
H  30.327  -21.035  0.155
C  30.361  -21.678  1.034
O  31.361  -18.301  1.792
C  32.627  -15.122  4.783
H  28.856  -14.548  -0.920
Cl  30.531  -17.515  0.907
H  27.686  -14.586  0.285
N  30.470  -12.242  0.036
H  32.984  -16.668  0.569
O  32.035  -16.947  6.576
H  30.081  -15.954  3.723
C  30.144  -16.373  4.730
H  26.816  -19.199  -0.387
C  27.181  -20.210  -0.234
O  33.834  -16.391  0.204
H  29.556  -22.404  0.945
H  33.937  -21.499  1.938
H  30.240  -21.063  1.928
O  29.138  -17.617  1.232
H  33.219  -12.893  -1.823
H  26.460  -21.838  0.519
H  34.288  -15.481  1.967
H  29.845  -15.623  5.462
H  32.831  -20.475  0.896
C  30.871  -15.025  -2.570
H  32.536  -15.338  -1.337
C  31.402  -12.926  -3.094
H  29.529  -17.267  4.745
O  27.023  -14.556  -3.284
C  32.922  -21.193  1.714
S  26.655  -15.005  -1.904
H  33.703  -14.377  0.659
O  30.929  -16.146  0.903
H  27.652  -13.167  -0.813
C  27.309  -16.687  -1.729
H  28.773  -12.419  2.810
C  27.827  -14.235  -0.742
C  29.249  -12.141  1.885
H  30.829  -13.653  1.598
H  31.426  -11.933  -3.516
H  27.537  -20.640  -1.179
O  31.656  -23.395  2.573
C  28.822  -11.123  0.998
C  32.394  -13.430  -2.259
H  32.103  -14.412  5.431
H  26.795  -17.473  -2.272
H  29.620  -10.604  -1.044
S  31.879  -22.607  1.318
O  26.119  -20.953  0.354
C  30.447  -13.938  -3.302
H  27.398  -16.948  -0.670
H  28.353  -16.615  -2.041
H  33.669  -15.085  5.084
H  28.002  -10.456  1.213
C  30.291  -12.783  1.257

Cartesian forces (eV/Å) of the 2 atoms listed first:
H -0.06 -0.34 0.08
C -0.98 0.08 1.10

## Properties
E: -3072.38568 Ha
HOMO level: -6.174 eV
Spin multiplicity: 1
Strongest force on any atom: 2.78 eV Å⁻¹
Energy above the lowest of the compared OMol25 structures with the same formula, charge and spin: 0.0 kcal per mole
HOMO-LUMO gap: 8.664 eV
Net charge: -1